Computed, not measured: a structure of composition C16H28N6SbSe4TcTe4 at a distorted geometry, with ωB97M-V/def2-TZVPD.

Element x y z (Å)
Tc (-0.88, 0.11, -1.02)
Te (-1.31, 2.76, -0.86)
Te (-1.37, 4.07, -3.27)
Te (-4.12, 3.77, -3.32)
Te (-3.98, 3.34, -0.59)
C (-4.18, 0.71, 1.99)
N (-2.99, 0.26, 1.27)
C (-3.22, -0.42, 0.02)
C (-1.76, 0.41, 1.77)
N (-0.72, 0.14, 0.93)
C (0.61, -0.03, 1.39)
C (0.98, -0.39, 2.68)
C (2.30, -0.31, 3.07)
C (3.26, 0.15, 2.18)
C (2.93, 0.38, 0.86)
C (1.62, 0.18, 0.42)
N (1.21, 0.19, -0.92)
C (2.00, -0.22, -1.92)
N (1.55, 0.03, -3.18)
C (0.55, 1.02, -3.36)
C (1.83, -0.88, -4.29)
N (3.18, -0.86, -1.80)
C (3.48, -1.89, -0.81)
C (4.27, -0.60, -2.73)
N (-1.60, 0.87, 3.02)
C (-0.67, 1.95, 3.33)
C (-2.30, 0.29, 4.16)
H (-4.93, 1.01, 1.26)
H (-3.94, 1.56, 2.62)
H (-4.60, -0.09, 2.60)
H (-4.28, -0.33, -0.23)
H (-2.95, -1.47, 0.07)
H (-2.80, 0.12, -0.90)
H (0.23, -0.70, 3.39)
H (2.58, -0.57, 4.08)
H (4.28, 0.29, 2.51)
H (3.69, 0.68, 0.15)
H (0.81, 1.94, -2.84)
H (-0.49, 0.70, -3.05)
H (0.43, 1.24, -4.42)
H (2.20, -1.83, -3.91)
H (2.55, -0.46, -4.99)
H (0.89, -1.07, -4.82)
H (2.62, -2.09, -0.18)
H (4.32, -1.58, -0.19)
H (3.75, -2.80, -1.35)
H (4.07, 0.28, -3.32)
H (4.44, -1.45, -3.39)
H (5.18, -0.43, -2.14)
H (-0.19, 2.31, 2.43)
H (0.09, 1.63, 4.04)
H (-1.24, 2.77, 3.78)
H (-2.81, -0.62, 3.86)
H (-3.01, 0.99, 4.61)
H (-1.56, 0.02, 4.92)
Se (-3.30, -2.89, -2.25)
Sb (-2.31, -4.32, -0.08)
Se (-1.22, -1.85, -2.51)
Se (-0.08, -2.71, -0.68)
Se (-3.06, -3.32, 1.90)

## Properties
Largest force on an atom = 1.151 eV/A
Kohn-Sham gap = 0.208 hartree
E_LUMO = -7.19 eV
Energy = -11953.38765 hartree
Relative energy (zero: lowest compared OMol25 entry of this formula, charge and spin) = 0.2545 eV
Charge = +2
HOMO = -12.85 eV
Molar mass = 1350.442 g/mol

natural (NBO) atomic charge list, values in e, 4 entries: atom 1 (Tc): 0.136, atom 2 (Te): 0.287, atom 3 (Te): 0.111, atom 4 (Te): 0.145